The following is a DFT calculation (wB97M-V/def2-TZVPD) of a structure of composition C26H56BF3NO5PRbSi.

Properties
- LUMO energy: -1.974 eV
- Kohn-Sham gap: 7.118 eV
- HOMO energy: -9.092 eV

Geometry as ORCA input:
```
! wB97M-V def2-TZVPD RIJCOSX def2/J DEFGRID3
* xyz 1 1
C 0.1317 -6.8802 -4.8557
C -0.8795 -5.8434 -5.3004
O -0.1590 -4.6993 -5.7579
C -0.9566 -3.6893 -6.3430
Si -0.4832 -1.9893 -5.4842
C 1.3425 -2.0700 -5.0465
C 2.2858 -1.9159 -6.2478
O 3.3288 -2.8901 -6.2121
C 4.5669 -2.4688 -5.7294
C 4.9094 -3.1587 -4.4204
F 6.2302 -3.2572 -4.2619
F 4.4049 -4.3784 -4.3200
F 4.4474 -2.4805 -3.3546
B -1.5217 -1.9628 -3.7230
O -1.4635 -3.0936 -2.9291
N -2.2965 -0.8198 -3.2170
C -1.7262 -0.4095 -1.9358
C -3.7007 -1.2049 -3.0420
C -0.9595 -0.5159 -6.6380
O -0.1269 -0.1242 -7.4875
O -2.1348 -0.0961 -6.4608
H 0.9405 -6.3726 -4.3279
H 0.5824 -7.3640 -5.7215
H -0.3271 -7.6276 -4.2122
H -1.5361 -5.5539 -4.4714
H -1.4893 -6.2218 -6.1291
H -0.7277 -3.6868 -7.4098
H -2.0185 -3.8483 -6.1858
H 1.5259 -1.2909 -4.3010
H 1.5492 -3.0286 -4.5631
H 1.7606 -2.0558 -7.1930
H 2.6942 -0.9047 -6.2810
H 5.3578 -2.6992 -6.4464
H 4.5811 -1.3962 -5.5227
H -0.6996 -3.6351 -3.1655
H -1.8900 -1.1539 -1.1408
H -0.6465 -0.2707 -2.0333
H -2.1761 0.5335 -1.6131
H -4.2950 -0.3247 -2.7881
H -4.0892 -1.6105 -3.9787
H -3.8346 -1.9647 -2.2608
Rb -2.7840 -2.4827 -7.7259
C -3.5261 2.8917 6.1385
C -3.3874 2.4678 4.6790
C -2.6413 1.1431 4.5153
C -1.1223 1.2141 4.7394
P -0.1121 1.8021 3.3649
C -0.6032 0.8572 1.9026
C -0.7023 -0.6739 1.9791
C 0.6009 -1.4791 1.9891
C 1.5942 -1.0891 0.8993
C 1.6038 1.3792 3.7218
C 2.3352 1.9361 4.9555
C 2.8014 3.3922 4.9057
C 3.4771 3.8027 3.6019
C -0.3933 3.4932 2.7830
C -0.0728 4.7754 3.5693
C -0.5774 4.8739 5.0191
C -1.7911 5.7907 5.1618
H -2.5583 2.9864 6.6359
H -4.0282 3.8545 6.2184
H -4.1162 2.1623 6.6945
H -2.9003 3.2617 4.1071
H -4.3837 2.3550 4.2486
H -2.8470 0.7177 3.5304
H -3.0421 0.4302 5.2380
H -0.7426 0.2009 4.9147
H -0.8825 1.7644 5.6510
H 0.0445 1.1728 1.0807
H -1.5940 1.2439 1.6439
H -1.2701 -0.9810 1.0985
H -1.3063 -0.9690 2.8411
H 0.3278 -2.5268 1.8533
H 1.0823 -1.4386 2.9696
H 1.1733 -1.2619 -0.0929
H 2.5042 -1.6819 0.9805
H 1.8908 -0.0399 0.9569
H 2.1831 1.5269 2.8080
H 1.5559 0.2958 3.8598
H 3.2121 1.2999 5.0899
H 1.7190 1.7836 5.8453
H 3.5026 3.5395 5.7285
H 1.9645 4.0570 5.1214
H 4.3976 3.2404 3.4370
H 3.7364 4.8606 3.6232
H 2.8341 3.6505 2.7316
H -1.4404 3.5089 2.4661
H 0.1724 3.5263 1.8443
H -0.5038 5.5954 2.9920
H 1.0019 4.9443 3.5301
H 0.2215 5.2688 5.6485
H -0.8138 3.8874 5.4221
H -1.5169 6.8197 4.9281
H -2.1797 5.7743 6.1793
H -2.5992 5.5001 4.4876
*
```

***

The following is a DFT calculation (wB97M-V/def2-TZVPD) of an isolated molecule of C24H25N5O4S2.

Properties
- LUMO energy: 0.350 eV
- Kohn-Sham gap: 8.697 eV
- HOMO energy: -8.348 eV
- SMILES: Cc1cc(NC(=O)CSc2nc3ccsc3c(=O)n2CCCC(=O)NCCc2ccccc2)no1

Geometry as ORCA input:
```
! wB97M-V def2-TZVPD RIJCOSX def2/J DEFGRID3
* xyz 0 1
C 5.2037 -2.1853 -2.4247
C 3.8428 -1.6702 -2.1384
C 2.6045 -2.0942 -2.5191
C 1.7288 -1.1686 -1.8912
N 2.4071 -0.2728 -1.2091
O 3.7224 -0.5827 -1.3554
N 0.3580 -1.0984 -1.9352
C -0.4382 -1.7544 -2.8165
O -0.0645 -2.5990 -3.5974
C -1.8883 -1.2870 -2.7611
H -2.3444 -1.4568 -1.7862
H -2.4595 -1.7802 -3.5457
S -1.9571 0.5147 -3.0351
C -2.5666 1.0602 -1.4734
N -3.3468 0.2505 -0.8426
C -3.8259 0.6579 0.3544
C -3.5162 1.9120 0.8671
C -2.6294 2.8075 0.1923
O -2.2341 3.8847 0.5958
N -2.2042 2.3005 -1.0545
C -1.2055 3.0826 -1.7648
H -1.2728 4.0930 -1.3525
C 0.2163 2.5397 -1.5843
C 0.6503 2.4349 -0.1218
C -0.1247 1.4003 0.6676
O -0.5853 0.3771 0.1759
N -0.2759 1.6818 1.9700
H 0.1261 2.5257 2.3451
C -0.9229 0.7789 2.8938
C 0.0928 -0.0591 3.6832
C 0.8985 -0.9367 2.7643
C 2.2308 -0.6583 2.4966
C 2.9669 -1.4716 1.6528
C 2.3708 -2.5654 1.0521
C 1.0347 -2.8375 1.2930
C 0.3065 -2.0324 2.1483
H -0.7329 -2.2565 2.3421
H 0.5618 -3.6831 0.8152
H 2.9418 -3.2042 0.3936
H 4.0049 -1.2441 1.4603
H 2.7025 0.1976 2.9595
H 0.7543 0.6064 4.2419
H -0.4588 -0.6742 4.3972
H -1.5460 1.3624 3.5768
H -1.5575 0.1167 2.3000
H 1.6935 2.1072 -0.1026
H 0.5663 3.4073 0.3659
H 0.3081 1.5613 -2.0525
H 0.8923 3.2203 -2.1032
H -1.4643 3.1038 -2.8261
S -4.2498 2.1759 2.4076
C -4.9668 0.6084 2.3449
C -4.6681 -0.0860 1.2199
H -5.0194 -1.0756 0.9963
H -5.5824 0.2918 3.1640
H -0.0488 -0.4792 -1.2223
H 2.3280 -2.9162 -3.1418
H 5.8018 -1.4157 -2.9098
H 5.1379 -3.0534 -3.0729
H 5.7030 -2.4626 -1.4974
*
```

***

- LUMO energy of number 2 (C24H25N5O4S2)?
  0.350 eV